[1]
Formula: C2H4N2S
Source: OMol25
Level of theory: ωB97M-V with the def2-TZVPD basis set

XYZ file:
```
9
Properties=species:S:1:pos:R:3:forces:R:3:mulliken_charge:R:1
C 1.156 0.188 1.773 -0.345 1.391 1.387 0.336
C 0.571 -0.482 0.705 0.574 3.560 -5.100 -0.235
N 1.454 0.989 2.541 0.468 -0.215 0.382 -0.385
N -0.390 0.879 -0.333 2.143 -4.035 1.246 -0.572
S 1.844 -1.049 -0.429 -0.223 -0.171 -1.321 -0.239
H -0.113 -1.210 0.814 -2.509 -2.064 0.967 0.408
H 0.178 1.669 -0.091 0.003 0.665 0.540 0.270
H -1.208 0.788 0.234 -0.716 0.796 0.503 0.242
H 1.066 -1.093 -1.598 0.604 0.072 1.396 0.177
```
Forces are in eV/Å.

Output
* gap between HOMO and LUMO: 9.529 eV

=====

[2]
Formula: C3H10N2O3
Source: OMol25
Level of theory: ωB97M-V with the def2-TZVPD basis set

XYZ file:
```
18
Properties=species:S:1:pos:R:3:forces:R:3:mulliken_charge:R:1
C 1.049 -0.211 1.054 -2.196 0.054 0.620 -0.280
C 0.643 -1.567 1.504 -0.159 -0.105 -0.042 -1.016
H -0.316 -1.555 2.023 0.088 0.009 0.076 0.282
H 2.078 -0.142 0.715 -0.387 0.114 -0.808 0.445
H 0.769 0.647 1.652 0.068 -0.101 0.172 0.279
H 1.338 0.782 -0.759 -0.613 0.753 -1.139 0.021
H 1.414 -2.001 2.152 -0.090 0.082 -0.046 0.395
H 0.537 -2.237 0.643 0.118 0.094 0.052 0.257
N -0.583 0.194 -0.247 1.741 -0.360 -1.133 0.291
C 0.478 1.420 -1.201 2.253 0.156 0.271 0.607
N -1.862 0.655 0.121 -0.095 -0.430 1.034 -0.832
O -0.769 -0.983 -1.029 -0.255 0.731 0.935 -0.519
O 0.245 1.146 -2.540 -0.436 -0.178 0.293 -0.500
O 0.340 2.567 -0.783 -0.660 -0.770 -0.103 -0.655
H -1.580 -1.371 -0.658 0.034 -0.132 -0.082 0.356
H 0.276 0.185 -2.672 0.045 0.270 0.068 0.325
H -1.716 1.455 0.733 0.094 -0.080 -0.099 0.271
H -2.343 1.016 -0.708 0.451 -0.104 -0.070 0.274
```
Forces are in eV/Å.

Output
* gap between HOMO and LUMO (alpha / beta): 7.980 / 7.985 eV